26
Properties=species:S:1:pos:R:3:nbo_charge:R:1 method="wB97M-V/def2-TZVPD" lumo_ha=-0.2037 homo_energy_ev=-13.0602 homo_lumo_gap_ha=0.2762 total_charge=+1 smiles="CC1=N[N@H+](C)[C@@H](c2cccnc2)N=N1" spin_multiplicity=1 de_lowest_kcal_mol=103.9
C -2.19599 -2.53234 1.03087 -0.21
C -1.27004 -1.48968 1.10383 -0.17
C -3.20147 -2.50297 0.10442 0.07
C -2.28091 -0.68887 -0.93921 0.04
C -1.29591 -0.57594 0.05568 -0.13
C 2.05679 1.66575 0.79505 0.42
C -0.30507 0.59678 0.02071 -0.01
C 3.06643 2.77227 1.05480 -0.66
C 0.84633 -0.10759 -2.01044 -0.40
N -3.19857 -1.61890 -0.84996 -0.38
N 2.09009 0.85838 -0.23775 -0.29
N 1.08185 1.43725 1.66220 -0.14
N -0.02421 0.90002 1.40804 -0.04
N 0.96537 0.08912 -0.58195 -0.22
H -2.26122 -3.32681 1.70210 0.23
H -0.50157 -1.34947 1.83087 0.24
H -4.02835 -3.07767 0.11336 0.21
H -2.24237 -0.12635 -1.83574 0.19
H -0.70100 1.47244 -0.49652 0.26
H 2.96702 3.47079 0.19186 0.27
H 4.09180 2.31623 0.92959 0.28
H 2.69014 3.13613 1.99455 0.26
H 1.05952 0.81195 -2.47388 0.24
H 1.63225 -0.82555 -2.17056 0.24
H -0.23730 -0.45070 -2.10140 0.25
H 1.19640 -0.85430 -0.30052 0.44